No. 1
{
  "formula": "C3H14NO4",
  "method": "wB97M-V/def2-TZVPD",
  "multiplicity": 1,
  "total_energy_ha": -478.36603,
  "total_charge": -1,
  "homo_lumo_gap_ev": 8.55,
  "homo_energy_ha": -0.1686,
  "lumo_energy_ha": 0.1455,
  "symbols": ["C", "C", "C", "O", "N", "H", "H", "H", "H", "H", "H", "H", "H", "H", "H", "O", "H", "H", "O", "H", "H", "O"],
  "coordinates": [[0.805, 2.074, 0.654], [1.885, 0.976, 0.972], [1.517, -0.326, 0.087], [0.085, -0.723, 0.228], [-0.516, 1.961, 1.306], [0.631, 2.358, -0.460], [1.295, 3.020, 1.029], [2.772, 1.479, 0.618], [1.976, 0.747, 2.097], [2.047, -1.215, 0.584], [1.545, -0.317, -0.972], [-0.581, 1.023, 1.588], [-1.271, 2.231, 0.536], [-2.759, -0.316, -0.384], [-1.211, -0.001, -0.245], [-2.109, 0.242, -0.688], [-1.520, -2.204, -0.753], [-2.521, -1.601, -1.800], [-2.509, -2.066, -0.897], [0.254, -2.758, -1.875], [0.133, -1.782, -0.580], [0.051, -2.804, -1.046]]
}



No. 2
{
  "formula": "C2H10N2O2",
  "method": "wB97M-V/def2-TZVPD",
  "multiplicity": 1,
  "total_energy_ha": -342.11486,
  "total_charge": 0,
  "homo_lumo_gap_ev": 8.29,
  "homo_energy_ha": -0.2770,
  "lumo_energy_ha": 0.0278,
  "symbols": ["N", "C", "C", "N", "H", "H", "H", "H", "H", "H", "O", "H", "H", "O", "H", "H"],
  "coordinates": [[-0.269, -1.364, 2.851], [0.742, -1.064, 1.911], [1.093, 0.173, 1.448], [1.262, 0.346, 0.061], [-1.113, -0.879, 2.568], [-0.525, -2.337, 2.762], [1.170, -1.878, 1.308], [1.603, 0.888, 2.080], [1.191, -0.573, -0.366], [2.097, 0.832, -0.260], [-1.710, 0.171, -4.297], [-1.014, 0.214, -3.627], [-1.130, 0.221, -5.067], [-1.109, 1.817, -0.839], [-0.412, 1.483, -0.253], [-1.876, 1.950, -0.278]]
}



No. 3
{
  "formula": "C4H4OS",
  "method": "wB97M-V/def2-TZVPD",
  "multiplicity": 1,
  "total_energy_ha": -628.15364,
  "total_charge": 0,
  "homo_lumo_gap_ev": 8.82,
  "homo_energy_ha": -0.3030,
  "lumo_energy_ha": 0.0211,
  "symbols": ["S", "C", "C", "C", "C", "O", "H", "H", "H", "H"],
  "coordinates": [[-2.009, 0.082, 0.028], [-0.241, 0.103, -0.142], [0.643, 1.156, -0.089], [2.075, 0.592, 0.112], [1.738, -0.786, 0.005], [0.380, -0.976, -0.102], [-2.006, -1.360, 0.547], [0.289, 2.182, 0.156], [3.043, 0.997, 0.184], [2.483, -1.718, 0.163]]
}